Molecular formula: C21H19NO6PdTe
Method: DFT, the ωB97M-V functional and the def2-TZVPD basis

Summary:
Total charge: -2
LUMO level (eV): 4.318
ΔE to the lowest compared entry with this formula, charge and spin (eV): 0.000
Calculated total energy (eV): -46629.8788

```
49
Properties=species:S:1:pos:R:3:lowdin_charge:R:1
Te -0.430 -3.460 -1.066 1.28
Pd -0.388 -4.860 -3.152 0.00
O -1.062 -6.127 -4.792 -0.21
O -3.823 0.889 2.973 0.03
O 1.028 -6.702 -4.658 -0.09
O 0.029 2.520 3.588 -0.10
O -1.249 5.748 0.408 -0.10
O -0.185 -7.456 -6.322 -0.08
N -0.061 -6.774 -5.257 -0.59
C 2.464 -4.695 -0.981 -0.14
C -2.989 4.601 1.537 -0.06
C -2.016 0.733 4.494 -0.03
C -3.317 3.538 2.373 -0.05
C 2.370 -2.420 -0.110 -0.15
C -0.322 -1.397 -1.476 -0.54
C -0.214 1.287 -1.845 -0.09
C 0.543 0.442 -2.703 -0.09
C 4.459 -3.613 -0.307 -0.13
C 0.501 -0.900 -2.516 -0.15
C 3.751 -2.455 0.059 -0.09
C 1.709 -3.526 -0.642 -0.46
C -2.341 2.720 3.016 -0.13
C 3.834 -4.734 -0.771 -0.12
C -2.799 1.364 3.408 -0.46
C 0.148 5.946 0.129 -0.09
C -0.941 0.812 -0.797 -0.09
C -0.946 3.039 2.953 -0.42
C -1.625 4.863 1.370 -0.35
C -0.686 4.150 2.030 0.01
C -1.074 -0.551 -0.663 -0.15
H 0.428 4.357 1.947 0.12
H -1.368 1.465 -0.063 0.10
H 0.656 5.055 -0.196 0.08
H 1.911 -1.491 0.177 0.10
H 0.665 6.398 0.939 0.07
H -2.478 -0.166 4.876 0.07
H -4.382 3.350 2.574 0.11
H 4.386 -5.686 -0.899 0.11
H -3.763 5.193 1.027 0.10
H 4.304 -1.613 0.519 0.10
H -1.594 -0.911 0.201 0.09
H 1.977 -5.573 -1.385 0.07
H -0.087 2.377 -1.934 0.10
H 5.520 -3.619 -0.247 0.08
H 1.090 0.834 -3.544 0.09
H 1.101 -1.557 -3.072 0.08
H -0.999 0.527 4.198 0.07
H 0.175 6.649 -0.698 0.08
H -1.907 1.429 5.300 0.08
```